[1]
102
Properties=species:S:1:pos:R:3 method="wB97M-V/def2-TZVPD" homo_energy_ev=-10.08 smiles=CC(C)O.CC(C)O.CC(C)O.CC(C)O.CC(C)O.CC(C)O.CO.CO.CO.CO.CO homo_lumo_gap_ha=0.378 spin_multiplicity=1 total_charge=0
H 1.458 -2.792 -5.199
C 3.426 -4.066 -3.569
O 2.290 0.251 0.942
H 1.520 -2.089 -3.715
H 2.899 -1.542 4.896
H 10.448 1.344 1.990
H 3.113 -3.862 -2.545
C -5.296 -5.181 -2.986
H -6.106 0.522 1.458
H -5.154 4.511 -5.249
C 3.919 7.083 -2.269
H 9.408 4.195 1.109
C 3.519 -2.703 -4.339
C 3.014 -1.929 6.762
H -2.912 6.348 3.397
H -7.027 2.902 0.253
H -3.015 3.941 -3.985
H 2.773 -4.790 -4.057
H -6.738 -5.810 5.153
H -3.544 -7.214 -2.758
H -6.317 -7.696 -1.232
H -5.506 -2.234 6.144
H -6.636 -7.015 -3.088
C 0.273 -7.216 2.271
H 8.994 3.473 3.619
C -5.219 -4.193 5.219
C -7.032 1.820 0.382
H -3.787 -2.607 5.692
H 1.823 6.591 -1.770
H -3.409 6.322 -5.277
C 9.662 1.798 2.593
H -1.857 5.198 4.150
H 4.399 -4.557 -3.563
H 8.743 1.800 2.007
H 9.553 1.143 3.457
H -2.545 6.526 5.149
H 3.968 -1.403 6.797
H -7.072 1.336 -0.595
H -5.993 -5.698 6.699
H -4.441 -7.411 -4.224
H 1.965 7.323 -3.289
H 2.199 -1.278 7.079
H -7.114 -4.429 6.110
H 0.480 0.947 -0.006
C -3.351 3.429 -4.887
H 1.109 -6.339 3.781
O -5.813 -6.879 -1.247
C 10.183 4.207 1.875
C -4.207 4.328 -5.758
O -5.715 -3.713 3.950
O 2.755 -2.340 5.410
C 4.398 6.021 -3.273
H 3.023 -2.780 7.442
C 2.129 -2.160 -4.617
H -2.475 3.178 -5.485
H 4.197 6.716 -1.281
H -3.831 2.490 -4.610
H -4.442 -3.309 7.052
O 4.552 8.295 -2.660
C 0.880 0.229 0.710
C -2.730 5.824 4.335
H 11.734 2.884 3.422
H 2.132 8.315 -1.813
H 5.139 -2.078 -3.525
H 0.587 -0.789 0.452
O 4.229 -1.772 -3.503
H -4.775 -5.159 -3.943
H 0.959 -7.447 1.456
H 10.230 5.230 2.250
H 5.486 5.959 -3.295
H -4.271 -4.668 4.964
O 0.767 -7.220 3.614
H -4.608 -4.770 -2.247
H -5.838 -4.514 3.436
H -2.694 5.428 -6.663
C 9.880 3.269 3.018
C -4.738 -3.002 6.049
H -3.897 4.455 3.900
O -4.456 3.627 -6.963
H -4.712 -8.630 -2.922
O -5.877 1.373 1.079
H 0.318 0.474 1.611
C 2.388 7.367 -2.285
H 2.736 -0.024 0.138
H -7.952 1.642 0.938
H 4.056 6.235 -4.285
C -3.612 5.672 -6.129
H 4.079 -2.813 -5.268
C -6.293 -5.093 5.843
H 11.093 3.940 1.337
H -0.490 -7.989 2.183
O -3.846 5.054 4.648
H -4.246 6.262 -6.791
H 5.507 8.255 -2.571
H 2.186 -1.214 -5.155
C -5.688 -6.680 -2.667
C -4.490 -7.588 -3.149
H -0.159 -6.238 2.059
H -3.565 3.538 -7.310
O 11.014 3.395 3.799
H 4.073 4.998 -3.086
H -6.178 -4.540 -2.981


[2]
6
Properties=species:S:1:pos:R:3 method="wB97M-V/def2-TZVPD" homo_energy_ev="-8.31 / -8.36" homo_lumo_gap_ha="0.259 / 0.261" spin_multiplicity=1 total_charge=0
H -0.164 1.774 0.813
S 0.787 -2.048 0.883
H -0.201 1.741 -1.083
C -0.272 -0.780 0.282
S -0.409 -1.994 -0.817
C 0.259 1.307 -0.079


[3]
54
Properties=species:S:1:pos:R:3 method="wB97M-V/def2-TZVPD" homo_energy_ev=-11.66 homo_lumo_gap_ha=0.305 spin_multiplicity=1 total_charge=+1
H -0.888 0.753 -4.804
H -2.185 -2.080 2.591
C 1.429 2.714 0.672
F 3.258 -3.981 1.858
C -0.567 4.083 1.318
H -2.339 5.165 1.873
C 3.646 1.242 0.031
H 2.865 3.210 -1.552
H 1.202 2.983 -2.174
F 3.395 -2.195 0.577
H 4.051 2.261 -0.028
H -2.131 -0.308 2.930
H -3.849 3.205 1.330
C 1.196 -3.933 -0.397
Sr 0.127 -0.871 -1.377
H 0.159 4.841 1.591
H -3.572 0.831 -0.645
O 1.951 0.200 -4.738
C -2.777 3.183 1.157
F -0.957 -4.047 1.516
O 0.601 -1.885 0.580
C -2.227 2.005 0.643
P -2.195 -0.773 0.545
H -4.341 -1.763 0.473
H -3.955 0.743 1.111
H -3.655 -1.614 -1.192
C -3.132 0.803 0.371
H 3.708 0.863 1.061
H -2.291 1.418 -4.610
H 4.184 0.566 -0.648
C 2.143 2.475 -1.932
F 1.721 -5.161 -0.218
C -0.079 2.885 0.788
F -0.070 -4.073 -0.938
O -1.494 1.081 -4.094
H 1.876 2.503 1.664
F 1.926 -3.287 -1.385
C 2.615 -2.833 1.504
H 2.486 0.247 -5.559
C 1.169 -3.090 0.910
N -0.899 1.876 0.422
F 0.144 -3.086 3.107
F 0.808 -5.056 2.367
H 2.523 1.953 -2.817
C -3.453 -1.898 -0.150
F 2.579 -2.020 2.596
H 2.414 -0.457 -4.164
H 1.910 3.635 0.294
C 0.308 -3.842 1.990
P 1.904 1.359 -0.502
C -1.939 4.244 1.486
C -2.565 -1.090 2.291
H -3.665 -1.057 2.368
H -3.073 -2.925 -0.091


[4]
10
Properties=species:S:1:pos:R:3 method="wB97M-V/def2-TZVPD" homo_energy_ev=-9.26 homo_lumo_gap_ha=0.337 spin_multiplicity=1 total_charge=0
H 1.370 -0.604 -0.520
H -1.838 -1.217 1.406
O -1.020 -1.200 -1.586
N -1.239 -0.238 0.605
N -0.551 0.668 1.313
H 1.490 1.419 0.826
C 0.639 0.125 -0.628
H 1.185 0.747 -1.489
C 0.580 0.757 0.742
C -0.617 -0.456 -0.668


[5]
105
Properties=species:S:1:pos:R:3 method="wB97M-V/def2-TZVPD" homo_energy_ev=-9.99 smiles="O=C1C=CC(=O)C=C1.CCOS(C)(=O)=O.CCOS(C)(=O)=O.CCOS(C)(=O)=O.BrCCBr.BrCCBr.BrCCBr.BrCCBr.BrCCBr.BrCCBr" homo_lumo_gap_ha=0.323 spin_multiplicity=1 total_charge=0
Br 1.189 -3.178 6.786
H -2.793 4.299 1.247
C -3.860 -3.427 -0.939
C -5.139 -3.700 1.161
H -2.839 -1.482 -1.154
Br -0.416 -6.592 1.426
O 2.968 1.726 0.525
C -3.874 -1.576 0.659
H 0.077 6.098 -3.930
H 1.691 -6.054 2.568
C 1.746 -0.603 5.734
H 1.102 -5.638 -2.159
Br 3.189 -3.796 1.686
H 3.490 3.028 -1.682
H 4.404 0.445 -0.408
C 0.124 -0.441 1.995
H 4.729 -2.195 -3.773
H 4.276 0.150 3.405
H -3.392 2.416 -6.389
H 1.692 -5.173 0.216
O -3.474 -3.909 -1.974
Br 0.219 -5.712 -5.060
H 0.491 -4.816 2.962
H 0.849 4.836 -4.971
H -0.747 1.446 -6.063
H 0.595 -0.890 7.509
C -3.437 -2.080 -0.476
C 3.685 1.959 -1.771
O -0.596 -0.816 0.779
H -0.638 -1.966 3.383
H 2.426 -6.369 -4.152
H -0.371 -0.380 4.091
H 1.047 -3.998 -2.780
O 4.139 3.015 2.219
H -0.287 -1.282 6.092
C -1.501 1.914 -5.428
C 1.503 -4.528 1.062
H -2.863 0.752 -6.724
H 2.925 -0.761 -2.803
H 0.343 1.613 0.039
C 0.710 -1.342 6.526
H 5.265 0.684 1.973
H 2.306 -2.268 -3.464
O -2.329 4.524 -3.604
H -0.511 5.733 -5.613
C -2.745 4.524 0.190
Br 1.546 -0.337 -4.828
Br -2.622 5.208 4.550
O 1.609 -0.671 -0.288
C 1.633 -4.915 -2.771
H -2.602 2.221 6.943
Br 3.340 -4.536 -1.903
O -0.262 3.230 -3.270
O -1.323 3.339 -5.463
S -1.078 4.065 -4.089
H 0.105 1.414 -1.741
H -3.373 4.599 6.815
H -5.725 -4.318 1.834
S 0.209 -0.585 -0.552
H -1.372 1.505 -4.430
C 2.774 -1.326 -3.719
H -1.271 1.281 -0.597
O -0.353 -1.352 -1.595
Br -0.967 2.135 5.102
H 1.144 -0.819 1.986
H -4.911 -5.224 -0.302
C -0.211 1.099 -0.749
H 4.886 2.131 -0.057
H 4.579 -0.687 -4.686
O -5.275 -1.785 2.538
C 4.077 -1.614 -4.420
C 4.060 1.483 -0.372
C -2.585 2.764 6.000
H 2.534 -4.740 -4.731
C 0.927 -5.397 2.170
H -3.497 1.093 -5.186
C -0.670 -0.899 3.188
C -4.799 -2.311 1.568
H -3.482 5.981 -1.241
H -4.559 5.741 0.088
H -1.625 4.507 6.739
H -1.729 4.667 -0.168
H 2.007 -1.092 4.798
Br 3.333 -0.351 6.828
S 3.329 1.860 2.059
H -3.410 2.408 5.394
H 2.800 1.475 -2.189
O 2.087 1.770 2.730
H 0.152 0.649 2.020
C 4.289 0.382 2.349
H 4.490 1.749 -2.475
Br 3.828 -2.712 -5.986
H -3.737 -0.520 0.880
H 3.879 -0.361 1.667
H 0.870 -3.683 0.840
C -3.503 5.787 -0.172
C 1.906 -5.414 -4.151
C -2.540 4.243 6.215
H 1.430 0.404 5.469
Br -2.792 7.266 0.853
C -2.892 1.546 -5.975
C -4.734 -4.196 -0.001
H -1.740 -0.721 3.041
C -0.070 5.348 -4.697
Br -3.478 3.025 -0.780


[6]
13
Properties=species:S:1:pos:R:3 method="wB97M-V/def2-TZVPD" homo_energy_ev=-8.26 homo_lumo_gap_ha=0.330 spin_multiplicity=1 total_charge=0
H -1.609 1.074 -1.124
H 1.938 -0.803 1.761
H -1.488 0.062 0.307
C 1.184 0.917 0.730
H 0.447 -1.206 0.877
C -0.578 -0.764 -1.441
O -1.404 -1.557 -1.817
H 0.396 -0.192 2.329
C 0.978 -0.407 1.419
C -0.929 0.426 -0.560
H 0.493 -0.852 -1.719
H 0.331 2.099 -0.613
N 0.241 1.203 -0.149


[7]
69
Properties=species:S:1:pos:R:3 method="wB97M-V/def2-TZVPD" homo_energy_ev=-10.38 homo_lumo_gap_ha=0.277 spin_multiplicity=1 total_charge=+1
C -1.912 -1.397 -3.379
H -0.807 -5.222 0.723
C -1.876 2.925 -2.684
H -3.510 1.306 1.091
C -1.170 -3.205 3.910
H -2.691 -1.860 -3.990
C 3.360 1.834 2.341
H 1.185 3.983 -6.261
N 0.329 -1.385 0.463
H -1.267 -2.581 4.792
C 0.195 2.231 -3.491
H -2.903 4.448 -3.814
O -1.021 1.777 1.032
C 1.290 1.331 -3.403
H 3.387 -0.292 2.792
H -2.591 2.866 -0.649
O -0.594 -3.122 -0.662
O -2.509 -0.717 -2.265
H -3.528 -0.017 2.286
N -0.807 2.160 -2.567
C -0.306 -2.633 0.409
H 4.221 2.088 2.945
O 1.920 -2.058 1.986
C 1.605 2.456 0.857
C -3.465 -1.507 -1.571
H -4.327 -1.723 -2.210
H -4.279 0.280 -0.730
H -0.969 -0.004 2.088
H -4.703 -1.210 0.135
H -1.213 -2.162 -3.038
H 3.134 2.484 -6.008
H -1.069 4.696 -5.457
H -3.742 3.531 -1.819
S 1.377 0.016 -2.223
C 1.348 -1.198 1.354
H 0.229 3.365 0.856
C -0.686 -3.324 1.692
C -0.165 2.726 1.644
C 2.914 0.527 2.269
C -2.958 0.436 1.467
C -0.922 -4.689 1.656
Bi -0.541 0.396 -0.661
C -1.287 -5.326 2.830
H -1.685 -5.027 4.925
C 0.155 3.168 -4.548
C -2.006 3.849 -3.742
H -1.472 -6.391 2.846
C -0.996 3.979 -4.648
C 2.321 1.452 -4.304
H -1.391 -0.646 -3.969
H -3.423 1.793 -1.777
H -0.718 3.344 2.357
N -0.814 -2.586 2.792
H -1.733 1.357 2.944
H -3.017 -2.452 -1.252
C -3.897 -0.691 -0.396
C 2.697 2.818 1.618
H 0.667 2.239 2.162
H 3.024 3.847 1.636
O -2.759 -0.498 0.420
C -2.971 2.780 -1.669
C -1.409 -4.571 3.984
C -1.610 0.875 1.969
C 1.230 3.257 -5.459
N 1.171 1.194 0.801
H 1.060 3.185 0.268
C 1.813 0.239 1.481
C 2.299 2.421 -5.323
H 3.161 0.772 -4.226


[8]
17
Properties=species:S:1:pos:R:3 method="wB97M-V/def2-TZVPD" homo_energy_ev=-9.23 smiles="CN(C=O)CCN" homo_lumo_gap_ha=0.370 spin_multiplicity=1 total_charge=0
C -0.791 -1.089 -0.968
H -0.773 -1.884 -0.208
C 0.493 -0.268 -0.954
N 0.655 0.511 0.257
N -2.013 -0.368 -0.634
H 2.366 -0.051 1.269
H 0.465 0.466 -1.776
H 0.858 0.271 2.270
C 0.226 1.784 0.486
H 1.056 -1.269 1.384
H -1.980 0.591 -0.943
H -0.017 2.293 -0.463
O 0.089 2.249 1.599
C 1.283 -0.215 1.393
H -0.934 -1.609 -1.922
H -2.344 -0.499 0.313
H 1.361 -0.913 -1.103


[9]
10
Properties=species:S:1:pos:R:3 method="wB97M-V/def2-TZVPD" homo_energy_ev=-10.08 smiles="C=CCC#N" homo_lumo_gap_ha=0.397 spin_multiplicity=1 total_charge=0
N 0.926 0.251 2.155
H 0.995 -1.555 -0.668
H 0.889 0.578 -1.958
H -0.567 -1.383 0.225
H -1.901 1.328 -2.007
C 0.723 -0.090 1.003
C -1.504 0.562 -1.278
C 0.284 -0.836 -0.197
C -0.104 0.231 -1.248
H -2.295 0.078 -0.365


[10]
56
Properties=species:S:1:pos:R:3 method="wB97M-V/def2-TZVPD" homo_energy_ev=-8.38 smiles="CCN(CC)CCNC(=O)C(=O)NC[C@@H]1OCCN1S(=O)(=O)c1ccc(Cl)cc1" homo_lumo_gap_ha=0.326 spin_multiplicity=1 total_charge=0
H 2.566 1.130 -6.357
N -2.123 0.276 0.669
C 2.216 1.810 -5.585
Cl 3.223 -2.837 -0.976
H -2.833 1.352 2.255
S -1.612 -2.790 2.984
C -1.733 -0.421 4.265
C 2.617 1.815 -1.940
H -2.291 -0.360 -0.102
H -0.032 1.238 -2.663
H 0.608 4.218 -2.366
C 0.664 -3.322 -0.311
N -1.987 -1.150 3.037
H -1.361 -3.723 0.299
H 3.230 0.724 -4.047
N 1.282 0.657 -0.185
H 0.213 3.099 -1.052
C 0.059 0.132 -0.265
O -0.350 -0.627 -1.131
H 2.001 -0.276 -1.860
C -0.245 -2.766 1.830
C -0.404 -3.308 0.570
C 2.034 -2.226 1.357
C 1.877 -2.788 0.096
C -3.143 0.493 1.655
H 2.986 -1.813 1.650
C 0.042 3.328 -2.101
H 0.558 -3.739 -1.299
H 1.217 2.145 -5.852
C -3.138 0.017 4.735
H -1.092 0.437 4.043
C 2.324 0.501 -1.167
N 1.879 2.030 -3.159
H -3.775 -1.566 2.058
H 0.046 2.378 -4.010
C -3.291 -0.738 2.586
H -1.240 -1.088 4.972
H 1.537 0.246 -4.260
H 3.678 1.826 -2.203
H 1.049 -1.805 3.220
O -1.119 -3.207 4.263
H 2.437 2.661 -1.273
H 3.235 0.171 -0.661
O -0.408 1.282 1.792
O -2.698 -3.503 2.380
H -4.100 0.704 1.176
C -0.842 0.612 0.869
C 2.223 1.107 -4.230
H -3.433 -0.458 5.674
O -4.038 -0.430 3.732
C 0.960 -2.218 2.229
H 1.438 1.276 0.601
C 0.438 2.172 -3.011
H -3.203 1.105 4.844
H 2.871 2.676 -5.553
H -1.017 3.539 -2.226